2 unconnected molecules or ions with the total composition C11H18O2 in a non-equilibrium geometry. Source: the Open Molecules 2025 dataset; level of theory: the ωB97M-V functional and the def2-TZVPD basis.

Geometry as ORCA input:
```
! wB97M-V def2-TZVPD RIJCOSX def2/J DEFGRID3
* xyz 0 1
C -1.74 -1.19 1.15
C -0.46 -1.33 1.08
C -2.59 0.08 0.81
C -2.02 1.53 0.74
C -1.16 1.62 -0.51
C 0.21 2.31 -0.52
C 1.25 1.29 0.01
C 0.58 -0.30 0.30
C 1.02 -1.43 1.20
C -0.08 -1.88 -1.66
C 0.83 -0.74 -1.25
O 4.10 -0.82 0.57
O 2.42 1.36 0.20
H -2.32 -1.96 1.52
H -3.01 0.03 -0.11
H -3.32 0.20 1.50
H -2.85 2.14 0.77
H -1.38 1.75 1.59
H -0.88 0.75 -1.02
H -1.66 2.25 -1.21
H 0.65 2.73 -1.41
H 0.46 3.27 0.17
H 1.32 -1.10 2.14
H 4.42 -0.03 0.97
H 1.47 -2.24 0.83
H 0.21 -2.89 -1.64
H -0.29 -1.80 -2.72
H -0.99 -1.68 -1.17
H 0.88 0.21 -1.71
H 1.76 -1.20 -1.45
H 3.19 -0.93 0.82
*
```

Properties
Energy above the lowest of the compared OMol25 structures with the same formula, charge and spin   101.1 kcal per mole
E_HOMO   -8.537 eV
Frontier orbital gap   9.40 eV
SMILES   CC[C@]12C/C1=C/CCCCC2=O.O
Molecular weight   182.3 g mol⁻¹
Calculated total energy   -15787.509 eV



C11H18O3 in the gas phase in a non-equilibrium geometry. Source: the Open Molecules 2025 dataset; level of theory: the ωB97M-V functional and the def2-TZVPD basis.

Geometry as ORCA input:
```
! wB97M-V def2-TZVPD RIJCOSX def2/J DEFGRID3
* xyz 0 1
O -1.41 -2.76 -2.84
O -0.21 3.45 0.80
O 0.81 1.59 -1.64
C -1.89 -2.93 -1.69
C -1.28 -2.40 -0.46
C -0.46 -1.30 -0.55
C 1.82 2.30 -2.34
C -1.40 -3.22 0.92
C -0.59 -0.14 1.62
C -0.30 1.29 1.94
C 1.57 0.21 0.13
C 0.41 -0.80 0.54
C -0.20 2.05 0.55
C 0.97 1.57 -0.22
H -0.39 3.93 -0.05
H -2.45 -3.87 -1.56
H -0.29 -0.87 -1.50
H 2.72 1.68 -2.41
H 2.18 3.16 -1.91
H 1.38 2.63 -3.37
H -0.49 -3.72 1.13
H -2.20 -3.94 0.89
H -1.66 -2.61 1.86
H -0.46 -0.83 2.36
H -1.66 -0.29 1.26
H -1.15 1.72 2.45
H 0.58 1.44 2.58
H 2.23 -0.23 -0.66
H 2.22 0.44 0.98
H 0.90 -1.64 1.09
H -1.11 1.74 0.03
H 1.81 2.35 0.06
*
```

Properties
Energy above the lowest of the compared OMol25 structures with the same formula, charge and spin   37.7 kcal per mole
E_HOMO   -9.210 eV
Frontier orbital gap   9.31 eV
SMILES   CO[C@@H]1C[C@H](/C=C(\C)C=O)CC[C@H]1O
Molecular weight   198.3 g mol⁻¹
Calculated total energy   -17838.299 eV



2 unconnected molecules or ions with the total composition C11H19BBrCl2FNO6P2 in a non-equilibrium geometry. Source: the Open Molecules 2025 dataset; level of theory: the ωB97M-V functional and the def2-TZVPD basis.

Geometry as ORCA input:
```
! wB97M-V def2-TZVPD RIJCOSX def2/J DEFGRID3
* xyz 1 1
C -1.43 3.34 -0.51
B -2.36 2.56 0.44
O -3.18 3.24 1.27
C -2.44 0.95 0.55
N -3.55 0.39 0.20
C -3.58 -1.07 0.39
C -2.39 -1.27 1.32
P -1.69 -3.01 1.18
O -1.65 -3.38 -0.40
Cl -3.37 -4.03 1.85
C -1.45 -0.02 1.03
C -0.72 0.42 2.31
C 0.14 1.69 2.16
C 1.62 1.52 2.52
Cl 2.63 2.40 1.32
P -0.22 -0.55 -0.36
O 0.42 0.85 -0.87
Br 1.50 -1.57 0.66
H -2.00 3.71 -1.36
H -1.07 4.23 0.01
H -0.59 2.76 -0.87
H -3.99 2.73 1.46
H -4.32 0.94 -0.16
H -3.62 -1.64 -0.53
H -4.47 -1.26 0.98
H -2.71 -1.17 2.35
H -2.48 -3.23 -0.88
H -0.15 -0.40 2.73
H -1.49 0.65 3.04
H 0.07 2.13 1.17
H -0.26 2.44 2.83
H 1.95 0.49 2.51
H 1.85 1.93 3.49
H 1.35 0.68 -1.13
C 4.11 -2.19 -3.92
C 5.05 -2.33 -2.74
O 4.99 -1.04 -2.15
C 3.77 -0.52 -2.44
O 3.29 0.42 -1.89
O 3.16 -1.22 -3.42
F 6.31 -2.59 -3.13
H 4.62 -1.78 -4.79
H 3.61 -3.11 -4.19
H 4.74 -3.08 -2.01
*
```

Properties
E_HOMO   -12.070 eV
Frontier orbital gap   7.67 eV
Molecular weight   503.8 g mol⁻¹
Calculated total energy   -142546.470 eV